Here is a molecular structure, C16H18BrCl2SeV from OMol25. Energies are from the ωB97M-V functional and the def2-TZVPD basis.

XYZ file:
```
39
Properties=species:S:1:pos:R:3:forces:R:3
V 0.747514 -0.293031 -0.270010 0.1398 -0.0224 -0.0323
Cl 2.011534 -2.416471 -0.282238 -0.0751 -0.0184 -0.0613
C 1.745523 -3.770277 1.007902 0.0764 0.0712 0.0793
Cl -1.059862 -1.455459 0.966825 -0.0366 -0.0080 0.0030
H 1.935491 -3.193272 1.927912 -0.0015 -0.0421 -0.0215
H 0.653665 -3.862355 0.976798 -0.0186 0.0078 -0.0112
Br -0.844533 2.569023 -0.123254 0.0042 0.0005 0.0011
C -2.021197 2.030843 -1.503171 0.0279 0.0063 0.0217
C -2.955950 2.942761 -1.902480 -0.0214 -0.0183 -0.0263
C -3.871151 2.602406 -2.920804 0.0055 0.0258 0.0167
C -3.810065 1.368133 -3.492367 -0.0034 -0.0210 -0.0100
C -2.840837 0.413382 -3.087535 0.0227 0.0021 0.0209
C -2.800659 -0.853509 -3.703259 -0.0246 0.0125 -0.0181
C -1.862400 -1.764800 -3.302123 0.0222 -0.0110 0.0165
C -0.944812 -1.449150 -2.290047 -0.0089 0.0022 -0.0161
C -0.911973 -0.226320 -1.640515 -0.0431 0.0438 -0.0373
C -1.894466 0.723765 -2.056929 -0.0040 -0.0082 0.0007
H -2.990349 3.916596 -1.433579 -0.0027 0.0025 -0.0005
H -4.614595 3.325520 -3.237203 0.0000 -0.0006 -0.0004
H -4.506939 1.087770 -4.276311 0.0009 -0.0007 0.0004
H -3.519430 -1.082643 -4.483828 0.0019 0.0012 0.0012
H -1.823453 -2.745222 -3.766760 0.0008 0.0004 0.0015
H -0.230716 -2.216634 -2.008542 0.0075 -0.0027 0.0070
Se 2.037391 0.579224 -1.898216 -0.0481 -0.0379 0.0537
C -0.248335 0.983834 3.167476 0.0109 0.0046 -0.0075
C 1.201846 0.835982 2.703055 -0.0580 -0.0233 0.0066
C 1.905855 2.196179 2.818514 0.0127 -0.0087 -0.0006
C 1.902466 -0.181388 3.617647 0.0073 0.0052 0.0046
C 1.353460 0.324959 1.295515 0.0063 0.0289 0.0112
H -0.267568 1.331085 4.208119 0.0054 -0.0022 0.0012
H -0.771573 0.033278 3.088146 -0.0026 -0.0016 0.0002
H -0.789539 1.705358 2.554771 0.0009 -0.0067 0.0025
H 1.851739 2.573063 3.846862 0.0021 0.0020 0.0011
H 1.435914 2.928112 2.157337 0.0002 -0.0001 -0.0007
H 2.956899 2.113296 2.530967 0.0002 0.0064 0.0020
H 1.848415 0.141603 4.664534 0.0012 -0.0018 0.0000
H 2.953423 -0.292947 3.339577 -0.0001 -0.0029 0.0058
H 1.423935 -1.156836 3.518441 -0.0003 0.0010 -0.0007
H 2.415120 0.290393 0.996890 -0.0081 0.0142 -0.0146
```
Forces are in eV/Å.

The total energy comes out at -7460.2236 hartree. Its gap between HOMO and LUMO (spin up / spin down) is 5.2 / 5.2 eV. The energy above the lowest of the compared OMol25 structures with the same formula, charge and spin is 12.2 kcal per mole. As for the largest force on an atom: 0.15 eV/A. Its net charge is -2.